No. 1
A cluster of 13 separate species, C35H94N2O13 in total in a non-equilibrium geometry. Source: the OMol25 dataset; level of theory: the ωB97M-V functional and the def2-TZVPD basis.

Geometry as XYZ:
```
144
Properties=species:S:1:pos:R:3:mulliken_charge:R:1
C 13.359 12.149 19.810 -1.610
C 13.254 12.645 18.352 2.676
C 13.408 14.168 18.514 -2.461
C 13.783 14.943 17.275 2.034
C 15.076 14.336 16.707 -1.022
C 14.885 12.861 16.373 2.671
N 14.354 12.160 17.550 1.616
O 14.271 10.766 17.337 -0.266
C 13.980 12.675 15.133 -1.966
C 16.260 12.285 16.036 -2.250
C 11.845 12.370 17.791 -1.603
H 12.868 12.771 20.557 0.577
H 14.409 12.136 20.107 -0.254
H 12.948 11.137 19.880 0.087
H 12.480 14.580 18.925 0.482
H 14.199 14.373 19.244 0.133
H 14.032 15.965 17.584 -0.459
H 12.931 15.034 16.598 -0.717
H 15.869 14.516 17.433 -0.108
H 15.278 14.904 15.796 0.265
H 14.543 12.859 14.217 0.586
H 13.467 11.714 15.146 0.035
H 13.161 13.404 15.086 0.150
H 16.101 11.261 15.690 0.748
H 16.784 12.885 15.293 0.475
H 16.875 12.252 16.938 -0.301
H 11.732 11.424 17.256 -0.039
H 11.459 13.178 17.169 -0.085
H 11.169 12.252 18.644 0.435
H 15.080 10.460 17.775 -0.149
C 15.115 17.328 14.671 -0.922
C 14.688 18.789 14.418 2.288
C 14.179 18.787 12.951 -1.563
C 12.772 18.252 12.691 -0.434
C 11.782 18.928 13.634 -1.529
C 12.214 18.893 15.109 1.898
N 13.603 19.328 15.227 -0.063
O 13.972 19.340 16.612 -0.480
C 11.337 19.895 15.881 -2.145
C 12.007 17.493 15.666 -0.878
C 15.889 19.713 14.491 -2.143
H 14.358 16.580 14.441 0.249
H 15.395 17.208 15.724 -0.674
H 15.996 17.035 14.099 0.721
H 14.114 19.852 12.684 0.450
H 14.981 18.386 12.332 0.435
H 12.683 17.167 12.791 0.124
H 12.547 18.507 11.655 0.507
H 10.804 18.449 13.533 0.446
H 11.592 19.943 13.271 0.378
H 10.278 19.652 15.758 0.404
H 11.602 19.914 16.937 0.342
H 11.395 20.916 15.497 0.459
H 12.611 16.756 15.141 -0.380
H 12.232 17.455 16.732 0.108
H 10.972 17.174 15.511 0.807
H 16.794 19.317 14.031 0.378
H 16.210 19.819 15.537 0.456
H 15.662 20.730 14.171 0.389
H 14.203 20.267 16.746 0.318
C 9.145 16.497 19.327 -1.004
C 9.731 17.854 18.999 0.510
O 9.199 18.826 19.919 -0.583
H 9.244 16.235 20.377 0.342
H 9.716 15.761 18.755 0.117
H 8.100 16.473 19.016 0.364
H 9.711 18.069 17.926 0.042
H 10.790 17.931 19.307 -0.073
H 9.505 19.702 19.664 0.305
C 17.475 12.814 20.535 -0.070
C 18.691 12.737 19.614 -0.300
O 19.143 11.380 19.689 -0.586
H 17.728 12.489 21.547 0.434
H 16.670 12.149 20.224 -0.667
H 17.151 13.850 20.643 0.250
H 19.421 13.448 20.005 0.538
H 18.440 13.059 18.602 0.056
H 20.059 11.308 19.401 0.265
C 18.784 14.837 16.156 -1.142
C 18.424 16.300 16.376 0.626
O 18.049 16.520 17.728 -0.570
H 17.919 14.228 16.423 0.128
H 19.676 14.578 16.724 0.359
H 19.009 14.630 15.106 0.418
H 17.618 16.651 15.727 -0.531
H 19.313 16.917 16.198 0.414
H 17.137 16.853 17.795 0.388
C 15.472 17.034 20.559 -1.027
C 14.956 17.976 19.492 0.076
O 15.515 17.616 18.234 -0.427
H 16.553 16.910 20.534 0.239
H 15.004 16.061 20.383 0.093
H 15.181 17.327 21.568 0.497
H 15.172 19.026 19.723 0.475
H 13.861 17.917 19.463 -0.143
H 14.979 18.105 17.579 0.194
C 17.848 8.562 16.617 -0.998
C 17.476 8.723 18.077 -0.432
O 17.077 10.063 18.320 0.079
H 18.604 9.288 16.319 0.285
H 16.941 8.797 16.051 0.041
H 18.151 7.563 16.304 0.455
H 18.259 8.416 18.778 0.403
H 16.598 8.118 18.327 0.198
H 17.733 10.588 18.812 0.105
C 9.272 13.101 14.924 -0.996
C 10.159 13.916 13.996 0.328
O 11.032 13.083 13.269 -0.451
H 8.535 13.769 15.369 0.369
H 9.816 12.649 15.759 -0.035
H 8.806 12.232 14.457 0.363
H 10.631 14.707 14.589 -0.195
H 9.482 14.454 13.323 0.492
H 11.227 13.432 12.397 0.229
C 13.047 8.260 19.331 -0.580
O 12.932 8.427 20.753 -0.485
H 13.942 8.687 18.892 -0.027
H 12.968 7.190 19.138 0.406
H 12.225 8.797 18.852 0.316
H 12.014 8.290 20.995 0.279
C 17.863 9.647 12.861 -0.150
O 19.053 8.886 13.078 -0.506
H 18.177 10.518 12.280 0.312
H 17.100 9.095 12.305 0.263
H 17.409 9.953 13.800 -0.153
H 19.534 8.859 12.250 0.291
C 16.015 9.663 21.721 0.019
O 15.094 8.849 22.397 -0.612
H 16.933 9.807 22.289 0.384
H 16.249 9.318 20.710 -0.025
H 15.606 10.681 21.631 -0.116
H 14.310 8.666 21.844 0.404
C 11.389 9.742 14.964 -0.134
O 11.653 10.216 13.669 -0.586
H 12.221 9.672 15.683 -0.046
H 10.678 10.408 15.470 0.074
H 11.008 8.720 14.930 0.398
H 11.619 11.181 13.686 0.337
C 12.409 11.009 22.879 -0.117
O 11.785 11.361 24.090 -0.573
H 12.586 9.931 22.843 0.148
H 11.726 11.169 22.022 0.207
H 13.241 11.651 22.605 0.095
H 11.091 10.746 24.318 0.300
```

The value obtained for the total energy is -67411.414 eV. As for the frontier orbital gap: 8.236 eV. Its net charge is 0. The calculation puts the max |F| at 2.4 eV/A.

No. 2
A structure of composition C28H35N5P2STi in a non-equilibrium geometry. Source: the OMol25 dataset; level of theory: the ωB97M-V functional and the def2-TZVPD basis.

Geometry as XYZ:
```
72
Properties=species:S:1:pos:R:3:mulliken_charge:R:1
Ti -0.630 2.650 2.125 -0.570
C 1.670 -5.504 -0.880 -0.307
C 2.264 -4.356 -1.225 -0.303
C 2.277 -3.625 -2.543 -0.405
C 1.192 -4.005 -3.574 -0.937
C -0.212 -3.792 -3.062 -0.254
C -0.967 -4.609 -2.319 -0.443
C -0.668 -5.981 -1.774 -0.514
C 0.813 -6.417 -1.723 -0.874
C -2.370 3.731 2.627 -0.498
H 1.790 -5.819 0.157 0.314
H 2.835 -3.852 -0.443 0.492
H 3.267 -3.745 -3.009 0.361
H 2.188 -2.551 -2.326 0.069
H 1.340 -3.370 -4.456 0.408
H 1.342 -5.031 -3.915 0.340
H -0.649 -2.825 -3.315 0.358
H -1.960 -4.243 -2.054 0.367
H -1.237 -6.727 -2.351 0.331
H -1.078 -6.029 -0.756 0.309
H 0.845 -7.422 -1.288 0.380
H 1.209 -6.515 -2.736 0.307
H -2.589 3.676 3.710 0.239
H -3.252 3.357 2.067 0.641
H -2.208 4.793 2.349 0.080
P -1.437 2.071 0.042 0.378
P 1.250 1.489 1.454 0.349
N -2.875 1.103 -0.031 0.506
N -1.875 3.291 -1.134 0.591
N 1.293 -0.188 1.913 0.516
N 2.851 2.059 1.818 0.468
C -0.175 1.048 -0.887 -1.276
C 1.247 1.380 -0.404 -1.003
C -3.466 0.535 1.103 -0.431
C -4.458 -0.325 0.678 -0.609
C -4.478 -0.292 -0.756 -0.738
C -3.495 0.583 -1.173 -0.396
C -2.774 4.325 -0.866 -0.407
C -2.647 5.275 -1.861 -0.648
C -1.619 4.831 -2.756 -0.674
C -1.152 3.619 -2.283 -0.289
C 0.733 -0.637 3.114 -0.422
C 0.933 -2.000 3.201 -0.925
C 1.636 -2.410 2.022 -0.237
C 1.849 -1.286 1.247 -0.458
C 4.070 1.400 1.645 -0.259
C 5.083 2.311 1.881 -0.537
C 4.472 3.570 2.197 -0.536
C 3.104 3.393 2.154 -0.368
H -0.289 1.169 -1.981 0.645
H -0.431 -0.001 -0.638 0.375
H 1.987 0.652 -0.782 0.575
H 1.567 2.384 -0.742 0.367
H -3.105 0.813 2.096 0.387
H -5.113 -0.910 1.327 0.425
H -5.156 -0.843 -1.412 0.422
H -3.188 0.915 -2.166 0.471
H -3.430 4.270 0.004 0.381
H -3.240 6.187 -1.948 0.404
H -1.271 5.338 -3.657 0.411
H -0.370 2.960 -2.664 0.332
H 0.239 0.077 3.776 0.402
H 0.601 -2.641 4.022 0.392
H 1.947 -3.427 1.766 0.345
H 2.339 -1.173 0.280 0.462
H 4.100 0.336 1.410 0.348
H 6.153 2.093 1.850 0.398
H 4.985 4.501 2.448 0.411
H 2.269 4.071 2.338 0.187
S -0.994 4.184 3.355 -0.244
C -1.324 5.572 4.468 0.127
N -1.554 6.539 5.244 -0.511
```

Its spin multiplicity is 3. The value obtained for the total energy is -89570.314 eV. As for the frontier orbital gap (spin up / spin down): 6.138 / 6.057 eV. The calculation puts the relative energy (zero: lowest compared OMol25 entry of this formula, charge and spin) at 657.1 kJ/mol. Its net charge is 0. The calculation puts the max |F| at 12.5 eV/A. As for the expectation value of S²: 2.0157.

No. 3
A cluster of 7 separate species, C31H39I3N6O3S in total in a non-equilibrium geometry. Source: the OMol25 dataset; level of theory: the ωB97M-V functional and the def2-TZVPD basis.

Geometry as XYZ:
```
83
Properties=species:S:1:pos:R:3:mulliken_charge:R:1
C 1.745 -3.488 1.254 -1.674
C 0.427 -2.804 1.034 0.475
I 0.603 -0.736 0.656 0.077
C -0.753 -3.443 1.056 -0.610
I -0.680 -5.516 1.383 0.149
C -2.071 -2.706 0.830 0.112
O -3.138 -3.502 0.286 -0.342
S -4.200 -4.264 1.227 1.264
O -5.491 -4.023 0.658 -0.644
O -3.866 -5.646 1.383 -0.583
C -4.176 -3.530 2.856 -0.785
C -2.869 -2.798 3.226 -0.806
C -2.464 -1.916 2.055 -0.495
I -3.987 -0.481 1.558 0.197
H 2.538 -2.749 1.270 0.474
H 1.935 -4.186 0.446 0.413
H 1.749 -3.993 2.214 0.356
H -1.827 -1.988 0.053 0.400
H -5.002 -2.840 2.965 0.441
H -4.360 -4.351 3.540 0.440
H -3.092 -2.148 4.066 0.362
H -2.084 -3.515 3.445 0.337
H -1.626 -1.319 2.382 0.582
N -3.184 3.087 -1.020 0.201
C -2.860 4.410 -1.195 -0.156
C -3.150 5.069 -0.032 -0.776
C -3.670 4.109 0.880 -0.604
C -3.674 2.900 0.244 -0.507
H -3.074 2.363 -1.704 0.219
H -2.453 4.768 -2.123 0.282
H -3.004 6.121 0.147 0.444
H -3.999 4.289 1.890 0.644
H -3.978 1.927 0.585 0.089
N 5.272 -4.696 -1.162 0.013
C 4.359 -5.704 -1.010 -0.674
C 4.739 -6.458 0.066 -0.470
C 5.926 -5.881 0.591 -0.323
C 6.227 -4.794 -0.189 -0.631
H 5.245 -3.993 -1.876 0.199
H 3.520 -5.798 -1.679 0.466
H 4.222 -7.327 0.437 0.421
H 6.492 -6.226 1.441 0.462
H 7.036 -4.085 -0.138 0.548
N -1.295 2.911 3.791 0.116
C -1.342 4.236 3.438 -0.397
C -0.789 4.958 4.462 -0.526
C -0.388 4.039 5.468 -0.475
C -0.710 2.786 5.023 -0.417
H -1.633 2.141 3.243 0.184
H -1.761 4.551 2.498 0.356
H -0.681 6.029 4.486 0.395
H 0.084 4.271 6.408 0.388
H -0.575 1.819 5.477 0.368
N -0.994 4.532 -4.432 0.244
C -1.567 5.604 -5.069 -0.272
C -0.686 6.035 -6.024 -0.588
C 0.456 5.193 -5.966 -0.428
C 0.236 4.278 -4.975 -0.583
H -1.403 4.011 -3.682 0.120
H -2.542 5.966 -4.792 0.331
H -0.843 6.865 -6.692 0.412
H 1.338 5.255 -6.581 0.399
H 0.845 3.469 -4.611 0.386
N -4.081 2.366 -4.698 0.061
C -3.485 1.240 -5.204 -0.348
C -3.584 1.295 -6.568 -0.572
C -4.266 2.499 -6.898 -0.389
C -4.554 3.137 -5.724 -0.542
H -4.168 2.596 -3.727 0.179
H -3.047 0.502 -4.554 0.397
H -3.212 0.553 -7.254 0.401
H -4.514 2.853 -7.884 0.413
H -5.056 4.068 -5.525 0.408
N 7.343 -3.134 2.676 0.159
C 7.201 -1.837 2.265 -0.299
C 7.739 -1.029 3.230 -0.572
C 8.227 -1.873 4.264 -0.532
C 7.969 -3.165 3.891 -0.434
H 7.032 -3.939 2.163 0.182
H 6.731 -1.602 1.325 0.346
H 7.779 0.047 3.200 0.394
H 8.712 -1.566 5.175 0.385
H 8.177 -4.099 4.384 0.363
```

The value obtained for the total energy is -82996.587 eV. As for the frontier orbital gap: 7.850 eV. Its net charge is 0. The calculation puts the max |F| at 2.3 eV/A. Its structure (SMILES) is C/C(I)=C(\I)[C@H]1OS(=O)(=O)CC[C@@H]1I.c1cc[nH]c1.c1cc[nH]c1.c1cc[nH]c1.c1cc[nH]c1.c1cc[nH]c1.c1cc[nH]c1.

- The highest max |F| belongs to which entry?
  C28H35N5P2STi

- Which value of net charge does entry 3 give?
  0